Density functional theory data (ωB97M-V with the def2-TZVPD basis set) for a 2-piece molecular cluster, C10H20N6O4 overall in a non-equilibrium geometry.

LUMO: 0.3 eV
energy relative to the best compared isomer or geometry (same formula, charge and spin): 722.22 kJ/mol
strongest force on any atom: 5.67 eV Å⁻¹
E_tot: -27820.2389 eV

Cartesian coordinates (Å):
C: 0.293 0.333 -0.417
C: -1.118 -0.161 -0.466
C: 0.801 0.161 1.051
C: 2.378 0.506 1.045
C: 3.373 -0.211 -0.063
C: 5.826 -0.374 -0.268
C: -3.369 0.319 -0.409
C: -4.094 1.689 -0.367
C: -3.745 -0.667 0.765
C: -4.977 -1.467 0.334
H: -0.785 1.884 -1.750
H: 1.284 2.241 -1.161
H: 0.891 -0.321 -1.135
H: 0.110 0.738 1.789
H: 0.689 -0.889 1.389
H: 2.463 1.562 0.806
H: 2.639 0.239 1.983
H: 2.993 -1.265 -0.383
H: 3.222 0.360 -0.970
H: 4.527 0.769 1.031
H: 4.681 -1.456 -1.323
H: 7.188 -0.123 1.132
H: 7.793 0.404 -0.515
H: -1.633 1.739 0.434
H: -3.263 -0.075 -1.451
H: -4.006 -0.118 1.730
H: -2.752 -1.196 1.057
H: -3.857 -3.143 -0.327
H: -5.859 -3.117 -0.792
H: -5.868 0.695 -0.001
N: 0.221 1.761 -0.783
N: 4.686 -0.108 0.513
N: 5.654 -1.148 -1.283
N: 6.940 0.298 0.207
N: -1.957 0.770 -0.103
N: -4.822 -2.677 -0.375
O: -1.341 -1.301 -0.814
O: -3.583 2.800 -0.107
O: -6.191 -0.988 0.470
O: -5.434 1.534 -0.473

Atomic forces in eV per Å
0.86 -0.28 -0.36
3.35 0.14 0.15
0.78 0.14 -0.67
-2.17 -0.49 -3.60
-3.31 -1.46 0.82
-2.75 -0.48 -1.03
2.47 2.82 1.45
-1.28 1.37 1.80
0.39 0.08 0.75
-3.72 -1.12 -0.99
4.50 -0.35 3.42
-4.34 -2.16 1.07
-0.66 0.79 0.99
1.68 -0.38 -1.26
0.07 0.33 -0.53
0.19 0.25 0.57
1.66 -0.42 3.00
0.79 1.42 1.11
0.40 0.37 -0.51
1.94 -0.52 -0.15
0.47 0.24 -0.18
0.17 0.83 -1.27
-2.72 -0.92 2.40
-1.38 -3.30 -2.38
-0.84 -0.16 1.09
0.04 -0.31 -1.52
-2.15 0.20 -0.98
-2.38 0.69 -0.50
4.55 1.50 1.79
1.36 1.22 -1.22
0.64 2.45 -4.07
-1.00 1.00 0.95
1.53 0.58 0.49
2.96 -0.17 -1.10
-2.22 1.69 1.40
-1.93 0.60 0.51
-1.08 -1.01 -0.46
-1.24 -3.56 -1.39
4.70 -1.12 -0.50
-0.37 -0.50 0.89